19
Properties=species:S:1:pos:R:3 method="wB97M-V/def2-TZVPD" homo_lumo_gap_ev=5.72 de_lowest_kcal_mol=163.6 max_force_ev_per_a=2.91
C -1.245 -1.101 0.210
C -0.821 -0.607 -1.126
C -0.020 0.728 -0.991
N 2.936 0.254 1.195
C 1.975 0.207 0.336
C 0.743 0.957 0.284
N -2.105 -0.125 0.876
H -0.229 -1.096 0.813
H -1.574 -2.126 0.104
H -1.687 -0.402 -1.775
H -0.203 -1.343 -1.669
H 0.656 0.709 -1.853
H -0.690 1.549 -1.256
H 2.933 1.126 1.723
H 0.390 -1.155 1.525
H 2.149 -0.417 -0.547
H 0.791 1.938 0.757
H -1.401 0.533 1.249
H -2.598 0.371 0.148


19
Properties=species:S:1:pos:R:3 method="wB97M-V/def2-TZVPD" homo_lumo_gap_ev=9.45 de_lowest_kcal_mol=58.8 max_force_ev_per_a=4.81 smiles="CCCC/N=C/N"
C -1.911 -0.706 2.061
C -1.731 -1.627 0.753
C -1.436 -0.665 -0.545
C 0.024 -0.443 -0.435
N 2.614 2.039 -0.499
C 1.865 0.891 -1.041
N 0.681 0.740 -0.843
H -0.983 -0.803 2.604
H -2.789 -1.021 2.647
H -2.127 0.338 1.763
H -2.624 -2.130 0.504
H -0.921 -2.260 0.793
H -1.727 -1.230 -1.413
H -2.104 0.218 -0.400
H 0.339 -0.317 0.597
H 0.558 -1.209 -0.859
H 2.312 2.351 0.442
H 3.629 1.825 -0.488
H 2.507 0.090 -1.555